No. 1
C23H57I4N7NbO4P2 as an isolated structure. Source: the OMol25 dataset; level of theory: wB97M-V/def2-TZVPD.

Computed properties:
frontier orbital gap = 6.71 eV
E_tot = -95923.5543 eV
2S+1 = 1
charge = -1

Last column: Löwdin charge in e.
CARTESIAN COORDINATES (ANGSTROEM)
C (-2.58, 0.28, 2.13)  -0.15
C (-1.09, 0.45, 2.40)  -0.41
O (-0.43, 1.40, 1.56)  -0.54
Nb (-0.58, 3.31, 2.08)  1.51
C (-0.73, 5.26, 3.16)  -0.43
C (-0.40, 5.13, 4.69)  -0.26
C (-0.93, 6.31, 5.47)  -0.53
N (-1.51, 6.06, 6.77)  0.08
O (-0.87, 7.42, 5.05)  0.09
C (-2.06, 3.75, 0.29)  -0.77
I (-2.18, 2.05, -1.06)  0.79
C (-2.83, 4.78, -0.09)  -0.97
C (-3.73, 4.82, -1.31)  -0.29
I (-2.89, 6.65, 0.86)  0.88
C (1.29, 3.90, 0.85)  -0.88
I (2.93, 3.30, 2.16)  0.63
C (1.49, 5.32, 0.34)  -0.79
C (1.12, 5.35, -1.16)  -0.20
I (3.66, 5.89, 0.36)  0.58
H (-2.77, -0.46, 1.36)  0.03
H (-3.02, 1.23, 1.84)  0.01
H (-3.10, -0.03, 3.04)  0.07
H (-0.63, -0.54, 2.25)  0.09
H (-0.95, 0.71, 3.44)  0.07
H (0.41, 2.87, 3.53)  -0.10
H (-2.05, 2.85, 3.06)  -0.05
H (-0.15, 6.10, 2.78)  0.03
H (-1.80, 5.44, 3.26)  -0.03
H (-0.74, 4.18, 5.09)  0.06
H (0.68, 5.23, 4.76)  0.11
H (-2.14, 5.27, 6.69)  0.07
H (-0.78, 5.76, 7.42)  0.07
H (-3.16, 4.99, -2.22)  0.07
H (-4.50, 5.57, -1.18)  0.02
H (-4.26, 3.87, -1.41)  0.01
H (1.36, 3.20, 0.02)  -0.02
H (1.05, 6.14, 0.90)  0.03
H (2.00, 5.48, -1.78)  0.01
H (0.47, 6.19, -1.39)  0.07
H (0.66, 4.42, -1.46)  0.05
O (-2.21, -2.79, 0.77)  -0.27
P (-1.83, -4.08, 0.16)  0.63
N (-2.45, -3.98, -1.43)  -0.31
C (-3.27, -4.96, -2.11)  -0.13
C (-1.98, -2.83, -2.20)  -0.11
N (-2.71, -5.18, 1.13)  -0.31
C (-3.36, -6.37, 0.64)  -0.15
C (-3.49, -4.60, 2.23)  -0.13
N (-0.62, -5.26, -0.15)  -0.27
C (0.30, -5.38, 1.02)  -0.12
C (0.23, -5.08, -1.34)  -0.12
H (-2.88, -5.98, -2.01)  0.06
H (-3.30, -4.75, -3.18)  0.08
H (-4.30, -4.95, -1.75)  0.07
H (-0.93, -2.95, -2.49)  0.05
H (-2.06, -1.91, -1.62)  0.07
H (-2.56, -2.69, -3.12)  0.08
H (-4.32, -6.15, 0.16)  0.07
H (-3.56, -7.06, 1.47)  0.07
H (-2.72, -6.92, -0.06)  0.07
H (-4.41, -4.12, 1.87)  0.09
H (-2.91, -3.86, 2.77)  0.07
H (-3.76, -5.39, 2.93)  0.07
H (0.87, -4.46, 1.18)  0.07
H (1.00, -6.19, 0.86)  0.08
H (-0.27, -5.60, 1.92)  0.07
H (0.77, -4.13, -1.36)  0.06
H (-0.35, -5.16, -2.25)  0.08
H (0.96, -5.89, -1.37)  0.08
O (1.32, -1.88, -2.96)  -0.29
P (2.45, -0.97, -2.65)  0.64
N (3.82, -1.90, -3.08)  -0.32
C (4.99, -2.12, -2.26)  -0.13
C (3.86, -2.41, -4.44)  -0.13
N (2.28, -0.76, -0.97)  -0.29
C (3.39, -0.67, -0.04)  -0.13
C (1.14, -1.41, -0.32)  -0.11
N (3.17, 0.58, -2.79)  -0.27
C (2.13, 1.63, -2.68)  -0.12
C (3.98, 0.88, -3.98)  -0.13
H (5.38, -1.20, -1.82)  0.07
H (5.81, -2.53, -2.86)  0.07
H (4.80, -2.83, -1.45)  0.07
H (4.05, -1.62, -5.18)  0.06
H (2.90, -2.88, -4.70)  0.07
H (4.63, -3.17, -4.55)  0.07
H (3.79, -1.66, 0.21)  0.07
H (3.05, -0.21, 0.89)  0.07
H (4.19, -0.04, -0.41)  0.07
H (1.31, -2.49, -0.20)  0.06
H (0.23, -1.26, -0.89)  0.07
H (0.98, -0.97, 0.66)  0.07
H (1.43, 1.59, -3.52)  0.09
H (2.57, 2.63, -2.64)  0.08
H (1.56, 1.48, -1.77)  0.06
H (3.43, 0.77, -4.91)  0.08
H (4.87, 0.25, -4.02)  0.07
H (4.33, 1.91, -3.91)  0.08

No. 2
C49H36FIO9S as an isolated structure. Source: the OMol25 dataset; level of theory: wB97M-V/def2-TZVPD.

Computed properties:
energy relative to the best compared isomer or geometry (same formula, charge and spin) = 0.0 kcal per mole
frontier orbital gap = 8.58 eV
E_tot = -91480.0405 eV
2S+1 = 1
charge = 0

Last column: Löwdin charge in e.
CARTESIAN COORDINATES (ANGSTROEM)
C (-5.70, 2.34, 0.62)  -0.03
C (-6.53, 3.21, -0.30)  -0.37
F (-7.83, 3.27, 0.25)  -0.04
C (-6.72, 2.76, -1.75)  -0.14
C (-5.49, 2.29, -2.53)  -0.39
C (-5.05, 0.85, -2.21)  -0.12
C (-4.05, 0.33, -3.26)  -0.16
O (-3.48, 1.42, -4.04)  -0.23
S (-2.83, 2.56, -3.16)  0.55
O (-2.15, 1.96, -2.05)  -0.27
O (-2.17, 3.43, -4.06)  -0.29
C (-4.31, 3.29, -2.44)  -0.73
I (-4.81, 5.13, -3.36)  0.99
H (-4.66, 2.29, 0.31)  0.04
H (-5.73, 2.75, 1.63)  0.09
H (-6.11, 1.32, 0.66)  0.09
H (-6.17, 4.24, -0.28)  0.14
H (-7.47, 1.96, -1.75)  0.13
H (-7.15, 3.60, -2.29)  0.08
H (-5.78, 2.29, -3.59)  0.13
H (-4.58, 0.78, -1.23)  0.10
H (-5.95, 0.23, -2.21)  0.13
H (-4.49, -0.33, -4.00)  0.13
H (-3.22, -0.19, -2.78)  0.11
H (-4.01, 3.51, -1.41)  0.03
C (3.12, -6.80, -3.91)  -0.06
C (1.83, -6.89, -4.42)  -0.06
C (0.97, -5.81, -4.33)  0.00
C (1.39, -4.63, -3.72)  -0.08
C (2.69, -4.55, -3.21)  -0.09
C (3.55, -5.63, -3.30)  0.00
C (3.17, -3.31, -2.53)  -0.29
O (4.29, -3.23, -2.08)  0.11
C (2.21, -2.18, -2.40)  -0.11
C (2.60, -1.03, -1.72)  -0.02
C (1.72, 0.02, -1.57)  -0.05
C (0.44, -0.04, -2.10)  -0.03
C (0.04, -1.18, -2.78)  0.01
C (0.92, -2.26, -2.94)  -0.09
C (0.45, -3.48, -3.64)  -0.28
O (-0.67, -3.55, -4.12)  0.11
H (3.79, -7.65, -3.98)  0.11
H (1.49, -7.81, -4.88)  0.11
H (-0.04, -5.86, -4.72)  0.12
H (4.55, -5.54, -2.90)  0.12
H (3.59, -0.99, -1.29)  0.13
H (2.03, 0.91, -1.03)  0.11
H (-0.23, 0.79, -1.97)  0.08
H (-0.95, -1.26, -3.21)  0.11
C (2.11, -4.42, 0.80)  -0.04
C (1.76, -3.07, 0.73)  -0.05
C (2.20, -2.19, 1.69)  0.00
C (2.99, -2.63, 2.73)  -0.08
C (3.35, -3.97, 2.82)  -0.08
C (2.91, -4.86, 1.85)  0.01
C (4.18, -4.45, 3.96)  -0.27
O (4.51, -5.61, 4.06)  0.11
C (4.58, -3.43, 5.00)  -0.08
C (5.32, -3.86, 6.09)  0.00
C (5.71, -2.95, 7.06)  -0.05
C (5.37, -1.60, 6.94)  -0.06
C (4.63, -1.17, 5.85)  0.00
C (4.23, -2.08, 4.88)  -0.08
C (3.43, -1.61, 3.73)  -0.27
O (3.08, -0.46, 3.56)  0.09
H (1.78, -5.11, 0.04)  0.11
H (1.13, -2.70, -0.07)  0.10
H (1.94, -1.14, 1.63)  0.11
H (3.20, -5.90, 1.93)  0.12
H (5.58, -4.90, 6.17)  0.12
H (6.29, -3.28, 7.91)  0.11
H (5.68, -0.89, 7.70)  0.11
H (4.35, -0.13, 5.73)  0.12
C (-1.11, 0.76, 2.44)  -0.05
C (0.23, 0.87, 2.83)  -0.06
C (0.94, 2.02, 2.53)  0.01
C (0.32, 3.06, 1.83)  -0.08
C (-1.01, 2.94, 1.43)  -0.08
C (-1.72, 1.78, 1.74)  0.00
C (-1.70, 4.01, 0.66)  -0.26
O (-2.86, 3.90, 0.32)  0.06
C (-0.90, 5.21, 0.30)  -0.07
C (-1.49, 6.21, -0.46)  0.00
C (-0.77, 7.35, -0.80)  -0.05
C (0.55, 7.49, -0.37)  -0.05
C (1.14, 6.50, 0.39)  0.00
C (0.43, 5.35, 0.72)  -0.08
C (1.10, 4.29, 1.52)  -0.28
O (2.25, 4.43, 1.90)  0.11
H (-1.66, -0.14, 2.67)  0.11
H (0.72, 0.06, 3.34)  0.09
H (1.98, 2.12, 2.82)  0.12
H (-2.75, 1.71, 1.42)  0.11
H (-2.52, 6.08, -0.78)  0.10
H (-1.23, 8.12, -1.39)  0.11
H (1.10, 8.38, -0.63)  0.11
H (2.17, 6.59, 0.73)  0.12

No. 3
A 2-piece molecular cluster, C23H24BFO4 overall. Source: the OMol25 dataset; level of theory: wB97M-V/def2-TZVPD.

Computed properties:
energy relative to the best compared isomer or geometry (same formula, charge and spin) = 171.2 kcal per mole
frontier orbital gap = 2.47 eV
E_tot = -35809.5228 eV
2S+1 = 1
charge = 0

Last column: natural (NBO) charge in e.
CARTESIAN COORDINATES (ANGSTROEM)
C (5.15, 0.20, 3.12)  -0.71
C (4.13, 0.92, 4.01)  0.52
C (3.60, 2.19, 3.42)  -0.35
C (2.23, 2.73, 3.52)  -0.12
C (0.89, 2.55, 3.20)  -0.19
B (1.88, -1.80, -0.06)  1.41
O (2.07, -2.52, 1.31)  -0.76
C (1.46, -1.65, 2.27)  -0.04
C (0.65, -0.39, 1.37)  -0.14
C (-0.28, 0.49, 2.09)  -0.41
C (-0.27, -1.06, 0.16)  -0.05
O (0.61, -1.96, -0.66)  -0.76
C (1.90, 0.39, 0.82)  -0.06
O (2.61, -0.64, -0.16)  -0.79
O (3.70, 0.41, 5.06)  -0.54
H (6.02, 0.84, 3.02)  0.23
H (5.41, -0.74, 3.55)  0.24
H (4.75, 0.03, 2.15)  0.23
H (4.50, 2.79, 3.11)  0.23
H (2.33, 3.57, 4.30)  0.25
H (0.80, -2.27, 2.94)  0.18
H (2.19, -1.16, 2.99)  0.17
H (-0.88, 0.82, 1.25)  0.22
H (-0.88, -0.19, 2.69)  0.24
H (0.58, 2.63, 2.02)  0.24
H (-1.11, -1.68, 0.60)  0.22
H (-0.62, -0.24, -0.52)  0.19
H (1.65, 1.28, 0.20)  0.20
H (2.66, 0.68, 1.61)  0.22
F (-5.45, 3.64, 2.62)  -0.34
C (-4.13, 3.25, 2.81)  0.40
C (-3.80, 2.57, 4.00)  -0.28
C (-2.50, 2.11, 4.16)  -0.18
C (-1.51, 2.25, 3.19)  0.00
C (-0.06, 1.71, 3.21)  -0.31
C (-4.08, -1.15, 1.10)  0.12
C (-4.11, -2.43, 1.49)  -0.34
C (-4.26, -3.36, 0.45)  -0.18
C (-4.45, -2.90, -0.88)  -0.25
C (-4.51, -1.54, -1.15)  -0.18
C (-4.33, -0.57, -0.07)  -0.33
C (-1.84, 3.14, 2.14)  -0.20
C (-3.13, 3.64, 1.90)  -0.29
H (-4.58, 2.28, 4.74)  0.24
H (-2.25, 1.49, 5.05)  0.22
H (0.20, 1.18, 4.09)  0.22
H (-4.04, -2.81, 2.51)  0.24
H (-4.19, -4.42, 0.64)  0.22
H (-4.49, -3.62, -1.73)  0.23
H (-4.67, -1.14, -2.18)  0.22
H (-4.44, 0.51, -0.32)  0.25
H (-1.11, 3.37, 1.33)  0.21
H (-3.41, 4.22, 0.96)  0.24

No. 4
A 13-piece molecular cluster, C6H38NO13 overall. Source: the OMol25 dataset; level of theory: wB97M-V/def2-TZVPD.

Computed properties:
energy relative to the best compared isomer or geometry (same formula, charge and spin) = 23.1 kcal per mole
frontier orbital gap = 9.73 eV
E_tot = -34940.3410 eV
2S+1 = 1
charge = +1

Last column: natural (NBO) charge in e.
CARTESIAN COORDINATES (ANGSTROEM)
C (-0.52, 0.08, 1.07)  -0.11
O (-0.35, 1.37, 1.71)  -0.77
C (-0.98, 0.46, -0.32)  -0.05
C (-1.17, -0.77, -1.28)  -0.49
C (-0.84, -0.53, -2.74)  0.06
C (0.40, -0.31, -3.19)  -0.48
C (-1.98, -0.43, -3.70)  -0.66
N (0.05, 1.40, -0.85)  -0.73
H (0.46, -0.35, 1.25)  0.20
H (-1.19, -0.62, 1.55)  0.24
H (-0.86, 1.49, 2.52)  0.50
H (-1.91, 1.01, -0.30)  0.24
H (-2.20, -1.09, -1.13)  0.24
H (-0.58, -1.57, -0.85)  0.27
H (1.27, -0.42, -2.55)  0.17
H (0.54, -0.09, -4.24)  0.22
H (-2.69, 0.40, -3.63)  0.23
H (-2.62, -1.30, -3.53)  0.23
H (-1.64, -0.37, -4.74)  0.22
H (-0.20, 1.79, -1.75)  0.45
H (0.07, 2.17, -0.17)  0.48
H (1.01, 1.07, -0.99)  0.45
H (2.94, 2.29, -2.70)  0.48
H (3.20, 2.91, -1.29)  0.47
O (2.72, 3.02, -2.11)  -0.95
H (3.36, 0.15, -0.40)  0.49
H (2.29, 0.38, 0.70)  0.51
O (2.45, -0.04, -0.16)  -0.97
H (1.82, -3.18, -2.54)  0.47
H (1.03, -2.03, -1.95)  0.48
O (1.28, -2.96, -1.78)  -0.96
H (2.90, -4.00, -0.27)  0.50
H (3.10, -2.46, -0.09)  0.49
O (3.44, -3.33, 0.15)  -0.96
H (2.29, 3.86, 1.03)  0.46
H (2.37, 2.73, 1.95)  0.48
O (1.70, 3.21, 1.44)  -0.94
H (-5.02, 0.34, 0.08)  0.48
H (-4.30, 1.61, 0.33)  0.48
O (-4.14, 0.73, -0.03)  -0.95
H (1.80, -2.38, 3.01)  0.50
H (2.36, -2.75, 1.55)  0.51
O (1.70, -2.23, 2.06)  -0.99
H (-4.15, -1.89, 2.26)  0.47
H (-4.39, -0.95, 1.14)  0.46
O (-4.62, -1.07, 2.08)  -0.94
H (2.88, -0.46, 3.01)  0.47
H (2.83, 0.49, 4.19)  0.48
O (2.51, 0.39, 3.29)  -0.96
H (-0.83, -3.62, 0.87)  0.48
H (0.26, -2.60, 1.37)  0.50
O (-0.67, -2.68, 1.03)  -1.00
H (-1.93, 0.92, 4.78)  0.47
H (-1.93, -0.53, 4.67)  0.47
O (-1.30, 0.21, 4.60)  -0.94
H (0.12, 4.32, -1.45)  0.49
H (-1.43, 4.41, -1.41)  0.49
O (-0.69, 3.81, -1.54)  -0.98

Number 1: strongest force on any atom 5.22 eV Å⁻¹, E_HOMO -4.925 eV, molar mass 1158.22 Da. Number 2: strongest force on any atom 0.71 eV Å⁻¹, E_HOMO -9.660 eV, molar mass 946.79 Da. Number 3: strongest force on any atom 11.54 eV Å⁻¹, E_HOMO -5.880 eV, molar mass 394.25 Da. Number 4: strongest force on any atom 2.18 eV Å⁻¹, E_HOMO -12.390 eV, molar mass 332.36 Da.